Below is a 3-piece molecular cluster, C3H11O2S overall, with properties calculated with wB97M-V/def2-TZVPD.

The spin multiplicity is 1. The total energy is -18220.6358 eV. As for the net charge: -1. For the lowest unoccupied orbital energy, the calculation gives 2.621 eV.

Bonds (Å) are listed after each position.
Geometry (Å):
1 O 2.269 4.343 5.034  H6 0.967, H7 0.976
2 C 0.066 0.997 -2.119  H3 1.087, H12 1.093, H13 1.081, C14 1.517
3 H 0.763 1.697 -2.574  C2 1.087
4 S -1.191 -1.899 -1.191  C15 1.825
5 O -3.132 -4.564 -0.137  H11 0.971, H16 0.969
6 H 1.656 3.902 4.429  O1 0.967
7 H 3.131 4.194 4.601  O1 0.976
8 H 1.435 -0.655 -1.533  C14 1.096
9 H 0.341 -1.206 0.579  C15 1.091
10 H -0.901 -0.002 0.210  C15 1.098
11 H -2.881 -3.768 -0.635  O5 0.971
12 H -0.726 1.577 -1.638  C2 1.093
13 H -0.420 0.387 -2.868  C2 1.081
14 C 0.762 0.101 -1.113  C2 1.517, H8 1.096, C15 1.527, H17 1.101
15 C -0.189 -0.710 -0.236  S4 1.825, H9 1.091, H10 1.098, C14 1.527
16 H -2.383 -5.155 -0.307  O5 0.969
17 H 1.399 0.760 -0.502  C14 1.101

=====

Below is a 14-piece molecular cluster, C44H122N6O20 overall, with properties calculated with wB97M-V/def2-TZVPD.

The spin multiplicity is 1. The total energy is -97487.8649 eV. For the lowest unoccupied orbital energy, the calculation gives 0.437 eV.

Bonds (Å) are listed after each position.
Geometry (Å):
1 H -0.481 6.618 1.047  C109 1.073
2 H 3.344 -4.369 2.008  C45 1.081
3 C 4.705 1.530 -0.456  H13 1.101, N43 1.418, C126 1.507, H127 1.072
4 C 1.321 0.347 -6.275  H6 1.121, H25 1.134, N108 1.492, C177 1.555
5 H -1.619 3.012 -5.277  C192 1.118
6 H 1.626 0.222 -7.346  C4 1.121
7 C -5.712 -0.806 -2.364  N9 1.443, C64 1.545, H67 1.104, H175 1.077
8 O -0.397 -0.430 -4.808  C54 1.424, C177 1.437
9 N -4.755 -0.110 -3.191  C7 1.443, H11 1.034, C129 1.470
10 H -0.951 -3.299 4.029  C188 1.128
11 H -3.917 0.209 -2.675  N9 1.034
12 C -1.856 3.739 3.344  H34 1.094, O37 1.453, H110 1.088, H168 1.102
13 H 5.353 2.190 0.144  C3 1.101
14 H 6.091 -3.214 0.153  C26 1.079
15 H 0.188 4.221 0.584  C88 1.102
16 H -4.506 -0.763 4.667  C121 1.089
17 H 3.599 2.586 6.058  C35 1.073
18 O -3.917 -1.541 -0.827  C64 1.449, C182 1.443
19 H -6.350 -0.909 9.676  C136 1.078
20 H -6.343 0.790 -4.209  C129 1.115
21 H 0.012 -1.079 2.688  O82 0.961
22 C -0.319 1.248 0.259  H30 1.084, C62 1.502, H90 1.084, H172 1.099
23 C 4.308 -1.730 -8.969  H68 1.125, O115 1.420, H144 1.139, H178 1.093
24 H -3.377 2.559 -2.982  O75 0.988
25 H 1.257 1.448 -6.011  C4 1.134
26 C 5.769 -2.217 0.413  H14 1.079, H100 1.140, O120 1.433, H160 1.103
27 H -6.556 0.369 8.602  C136 1.084
28 H -5.216 0.521 6.645  C81 1.103
29 C -1.994 1.545 3.970  O37 1.354, H149 1.122, C150 1.577, H153 1.124
30 H -0.031 1.831 -0.609  C22 1.084
31 C 0.096 -3.453 -1.971  H49 1.127, H56 1.094, H91 1.114, O96 1.410
32 H -3.374 -4.915 3.190  C51 1.073
33 H 1.536 4.793 -0.380  C88 1.096
34 H -1.321 4.685 3.460  C12 1.094
35 C 3.383 1.552 6.245  H17 1.073, O117 1.454, H140 1.106, H166 1.106
36 H -3.650 -3.195 0.416  C182 1.094
37 O -1.580 2.766 4.387  C12 1.453, C29 1.354
38 O -0.372 5.215 -1.084  C88 1.425, H125 0.966
39 C 5.758 -1.858 -2.018  H46 1.124, C71 1.510, O120 1.478, H185 1.079
40 H 2.093 -4.584 3.049  C45 1.144
41 H 5.516 2.720 -2.073  C126 1.101
42 H 1.757 -0.741 -2.273  O95 0.948
43 N 3.403 1.335 0.070  C3 1.418, H101 1.030, C112 1.471
44 H 1.759 -4.293 -3.704  C70 1.095
45 C 2.421 -3.853 2.233  H2 1.081, H40 1.144, O76 1.411, C184 1.506
46 H 5.412 -1.044 -2.712  C39 1.124
47 H 1.032 6.293 1.714  C109 1.049
48 H -1.555 -0.656 1.585  O103 0.962
49 H -0.663 -3.456 -2.805  C31 1.127
50 C -3.783 -3.097 4.163  C51 1.545, H60 1.111, H179 1.066, N183 1.499
51 C -3.425 -4.599 4.214  H32 1.073, C50 1.545, H135 1.086, O181 1.394
52 H 1.762 -3.350 0.155  C184 1.121
53 O 3.526 3.225 -1.651  C57 1.422, C126 1.421
54 C -1.631 -1.136 -4.718  O8 1.424, H87 1.065, H99 1.075, H141 1.073
55 O 3.435 2.399 2.804  C107 1.421, C131 1.417
56 H -0.293 -2.995 -1.058  C31 1.094
57 C 3.050 3.637 -2.926  O53 1.422, H106 1.092, H124 1.025, H186 1.081
58 H 3.684 0.332 3.293  C131 1.096
59 H -4.143 -0.549 2.239  O190 0.974
60 H -4.700 -2.893 3.570  C50 1.111
61 H -5.903 -1.624 5.249  C121 1.127
62 C -0.601 -0.185 -0.090  C22 1.502, O103 1.450, H128 1.097, H133 1.113
63 H 4.166 0.368 -4.884  C79 1.138
64 C -4.997 -1.994 -1.682  C7 1.545, O18 1.449, H102 1.128, H165 1.086
65 H -0.164 0.764 7.699  C122 1.092
66 H 0.502 -3.365 1.395  C184 1.094
67 H -6.225 -0.160 -1.630  C7 1.104
68 H 3.471 -1.865 -9.709  C23 1.125
69 C -4.581 1.581 -4.975  H77 1.102, H123 1.080, C129 1.517, O154 1.330
70 C 1.814 -3.205 -3.594  H44 1.095, O96 1.426, H118 1.085, C173 1.500
71 C 5.456 -3.197 -2.649  C39 1.510, H83 1.120, H119 1.066, N137 1.511
72 H -3.175 3.428 -6.131  C192 1.148
73 H 3.494 1.356 -6.264  C79 1.153
74 C -3.466 4.145 -0.178  C94 1.538, H130 1.129, H151 1.101, H161 1.102
75 O -3.148 2.711 -2.033  H24 0.988, C94 1.443
76 O 2.810 -2.551 2.615  C45 1.411, H157 0.973
77 H -5.127 2.435 -5.407  C69 1.102
78 H 0.245 -0.742 4.162  O82 0.973
79 C 3.683 0.275 -5.911  H63 1.138, H73 1.153, N108 1.446, C142 1.542
80 H -2.200 -0.425 5.020  C150 1.110
81 C -4.824 -0.500 6.789  H28 1.103, H93 1.102, C121 1.512, O155 1.388
82 O 0.475 -1.388 3.471  H21 0.961, H78 0.973
83 H 5.968 -4.020 -2.088  C71 1.120
84 H -1.164 -4.814 2.968  C188 1.117
85 H 1.880 1.963 4.227  C107 1.093
86 H 2.043 -0.442 6.042  C158 1.072
87 H -1.558 -2.164 -4.985  C54 1.065
88 C 0.547 5.081 -0.004  H15 1.102, H33 1.096, O38 1.425, C109 1.520
89 H 1.864 3.484 3.472  C107 1.093
90 H 0.444 1.395 1.014  C22 1.084
91 H 0.312 -4.504 -1.672  C31 1.114
92 H 2.218 -0.124 -4.527  N108 1.023
93 H -3.759 -0.282 6.969  C81 1.102
94 C -3.573 4.052 -1.710  C74 1.538, O75 1.443, H104 1.072, H132 1.085
95 O 1.991 0.169 -2.406  H42 0.948, H147 0.932
96 O 1.319 -2.836 -2.309  C31 1.410, C70 1.426
97 H 5.505 -0.003 -7.096  C142 1.144
98 H 4.830 -1.482 -6.450  C142 1.071
99 H -2.413 -0.591 -5.215  C54 1.075
100 H 6.679 -1.567 0.637  C26 1.140
101 H 2.989 2.226 0.381  N43 1.030
102 H -4.624 -2.712 -2.466  C64 1.128
103 O -0.753 -0.942 1.137  H48 0.962, C62 1.450
104 H -4.565 4.170 -2.098  C94 1.072
105 H -5.516 1.941 -3.086  C129 1.099
106 H 2.607 2.761 -3.403  C57 1.092
107 C 2.092 2.436 3.265  O55 1.421, H85 1.093, H89 1.093, H113 1.097
108 N 2.422 -0.311 -5.513  C4 1.492, C79 1.446, H92 1.023
109 C 0.533 6.374 0.795  H1 1.073, H47 1.049, C88 1.520, H111 1.098
110 H -2.917 3.984 3.343  C12 1.088
111 H 1.048 7.201 0.289  C109 1.098
112 C 3.221 0.467 1.244  N43 1.471, H114 1.039, C131 1.527, H146 1.071
113 H 1.355 2.077 2.536  C107 1.097
114 H 2.194 0.331 1.320  C112 1.039
115 O 3.770 -0.814 -8.027  C23 1.420, C142 1.382
116 H 4.275 1.452 -2.450  C126 1.097
117 O 2.056 1.432 6.825  C35 1.454, C158 1.414
118 H 1.217 -2.698 -4.345  C70 1.085
119 H 5.847 -3.174 -3.641  C71 1.066
120 O 5.039 -1.757 -0.731  C26 1.433, C39 1.478
121 C -4.850 -1.334 5.528  H16 1.089, H61 1.127, C81 1.512, N183 1.465
122 C 0.121 0.178 6.822  H65 1.092, C158 1.507, N167 1.434, H189 1.089
123 H -4.583 0.850 -5.770  C69 1.080
124 H 2.231 4.228 -2.751  C57 1.025
125 H -0.349 4.445 -1.665  O38 0.966
126 C 4.563 2.260 -1.767  C3 1.507, H41 1.101, O53 1.421, H116 1.097
127 H 5.177 0.574 -0.567  C3 1.072
128 H 0.238 -0.681 -0.595  C62 1.097
129 C -5.364 1.096 -3.771  N9 1.470, H20 1.115, C69 1.517, H105 1.099
130 H -2.363 4.146 0.059  C74 1.129
131 C 3.838 1.075 2.502  O55 1.417, H58 1.096, C112 1.527, H148 1.094
132 H -2.910 4.755 -2.205  C94 1.085
133 H -1.483 -0.238 -0.766  C62 1.113
134 H -0.298 -4.912 4.575  C188 1.087
135 H -4.162 -5.142 4.798  C51 1.086
136 C -5.801 -0.323 8.956  H19 1.078, H27 1.084, O155 1.415, H163 1.083
137 N 3.993 -3.573 -2.672  C71 1.511, H164 1.043, C173 1.421
138 H -0.013 1.482 5.319  N167 1.007
139 H 0.250 -1.493 -6.481  C177 1.133
140 H 3.442 0.972 5.305  C35 1.106
141 H -1.808 -1.075 -3.662  C54 1.073
142 C 4.525 -0.559 -6.898  C79 1.542, H97 1.144, H98 1.071, O115 1.382
143 H -1.117 2.451 -2.660  O180 1.002
144 H 5.100 -1.148 -9.544  C23 1.139
145 H -2.205 -2.364 0.043  C182 1.078
146 H 3.585 -0.531 1.112  C112 1.071
147 H 2.423 0.463 -1.634  O95 0.932
148 H 4.928 1.176 2.500  C131 1.094
149 H -3.084 1.563 3.706  C29 1.122
150 C -1.755 0.577 5.191  C29 1.577, H80 1.110, N167 1.474, H176 1.125
151 H -3.839 5.096 0.230  C74 1.101
152 H 0.276 2.008 -3.104  O180 0.954
153 H -1.392 1.221 3.078  C29 1.124
154 O -3.333 1.937 -4.681  C69 1.330, C192 1.412
155 O -5.470 -1.131 7.843  C81 1.388, C136 1.415
156 H -2.935 -3.378 -1.239  C182 1.112
157 H 1.972 -2.153 2.911  O76 0.973
158 C 1.624 0.086 6.875  H86 1.072, O117 1.414, C122 1.507, H187 1.093
159 H -4.328 -3.191 6.161  N183 0.993
160 H 5.082 -2.171 1.275  C26 1.103
161 H -3.921 3.255 0.285  C74 1.102
162 H -3.814 -0.006 0.770  O190 0.983
163 H -4.927 0.163 9.372  C136 1.083
164 H 3.627 -3.223 -1.760  N137 1.043
165 H -5.622 -2.590 -1.025  C64 1.086
166 H 4.091 1.094 6.960  C35 1.106
167 N -0.315 0.539 5.505  C122 1.434, H138 1.007, C150 1.474
168 H -1.489 3.438 2.350  C12 1.102
169 H -0.725 -0.016 -6.874  C177 1.061
170 H -2.362 1.808 -6.449  C192 1.098
171 H 3.241 -1.716 -3.345  C173 1.107
172 H -1.275 1.691 0.572  C22 1.099
173 C 3.256 -2.792 -3.603  C70 1.500, N137 1.421, H171 1.107, H191 1.100
174 H 1.159 -4.941 0.830  C184 1.148
175 H -6.529 -1.141 -2.980  C7 1.077
176 H -2.281 1.048 6.067  C150 1.125
177 C -0.023 -0.431 -6.195  C4 1.555, O8 1.437, H139 1.133, H169 1.061
178 H 4.598 -2.701 -8.560  C23 1.093
179 H -3.016 -2.545 3.671  C50 1.066
180 O -0.205 2.802 -2.883  H143 1.002, H152 0.954
181 O -2.176 -4.865 4.775  C51 1.394, C188 1.406
182 C -3.137 -2.677 -0.399  O18 1.443, H36 1.094, H145 1.078, H156 1.112
183 N -3.976 -2.510 5.529  C50 1.499, C121 1.465, H159 0.993
184 C 1.432 -3.858 1.098  C45 1.506, H52 1.121, H66 1.094, H174 1.148
185 H 6.802 -1.589 -1.976  C39 1.079
186 H 3.844 4.128 -3.471  C57 1.081
187 H 2.021 -0.457 7.736  C158 1.093
188 C -1.085 -4.418 4.010  H10 1.128, H84 1.117, H134 1.087, O181 1.406
189 H -0.232 -0.827 7.049  C122 1.089
190 O -3.497 -0.058 1.699  H59 0.974, H162 0.983
191 H 3.631 -2.830 -4.637  C173 1.100
192 C -2.562 2.567 -5.682  H5 1.118, H72 1.148, O154 1.412, H170 1.098